C14H13ClNO3PS | ωB97M-V/def2-TZVPD

Multiplicity: 1
Calculated total energy in eV: -55008.6910
E_HOMO in hartree: -0.31983
HOMO-LUMO gap in eV: 8.37
Molecular weight in g mol⁻¹: 341.8
Maximum force in eV/Å: 2.73
SMILES: CC[P@](=O)(OC)c1ccc2oc(-c3ccc(Cl)s3)nc2c1
Total charge: 0
ΔE to the lowest compared entry with this formula, charge and spin in kJ/mol: 28.6

Positions of all 34 atoms, in Å:
C1 0.186 5.272 3.481
C2 -0.130 4.233 2.348
P1 1.328 3.099 2.011
O1 1.746 2.419 3.222
O2 2.583 4.043 1.403
C3 3.820 3.307 1.362
C4 0.935 1.812 0.738
C5 0.868 2.096 -0.653
C6 0.528 1.066 -1.506
C7 0.267 -0.230 -1.036
O3 -0.073 -1.366 -1.707
C8 -0.231 -2.286 -0.697
C9 -0.572 -3.676 -0.911
C10 -0.861 -4.278 -2.085
C11 -1.308 -5.690 -1.903
C12 -1.255 -6.111 -0.582
Cl1 -1.859 -7.672 -0.062
S1 -0.728 -4.773 0.453
N1 0.094 -1.829 0.498
C13 0.392 -0.501 0.263
C14 0.646 0.495 1.202
H1 1.035 5.951 3.238
H2 0.479 4.721 4.393
H3 -0.656 5.908 3.703
H4 -0.955 3.568 2.565
H5 -0.421 4.739 1.441
H6 3.689 2.350 0.801
H7 4.581 3.896 0.867
H8 4.225 3.009 2.325
H9 1.022 3.072 -1.055
H10 0.488 1.221 -2.569
H11 -0.943 -3.758 -3.061
H12 -1.611 -6.312 -2.727
H13 0.684 0.194 2.229

Cartesian forces (eV/Å) of the 2 atoms listed first:
1.0 -0.9 -0.1
1.6 0.5 -0.3